1.
The following is a quantum chemistry calculation of an isolated molecule of C2HBr4N3 at a distorted geometry, from the OMol25 dataset.

Each line ends with the Mulliken charge.
Geometry (Å):
Br1 1.106 -2.264 -0.873  -0.0530
C1 -0.339 -1.651 0.170  0.2534
N1 -1.558 -2.109 0.144  -0.3300
N2 -2.331 -1.200 0.791  0.1683
Br2 -4.082 -1.199 0.245  0.1030
N3 -1.737 -0.003 1.045  -0.3425
Br3 -2.038 1.159 -0.676  -0.1191
C2 -0.132 -0.374 0.941  -0.0660
Br4 0.775 -0.801 2.556  -0.0526
H1 0.251 0.405 0.468  0.4386

## Properties
Relative energy (zero: lowest compared OMol25 entry of this formula, charge and spin), kcal per mole: 40.1
SMILES: BrC1=NN(Br)N(Br)[C@H]1Br
E_tot, Eh: -10536.97864
HOMO-LUMO gap, eV: 7.994
HOMO level, eV: -9.13
Maximum force, eV/Å: 6.432

---

2.
The following is a quantum chemistry calculation of a cluster of 2 separate species, C2HBrCl2F2 in total at a distorted geometry, from the OMol25 dataset.

Each line ends with the Mulliken charge.
Geometry (Å):
C1 -0.398 -0.542 -0.271  -0.0536
C2 0.471 0.586 -0.144  0.3709
F1 0.485 0.136 2.184  -0.5821
F2 -0.108 1.753 -0.311  -0.0853
Cl1 -0.853 -0.787 -2.023  -0.0972
Cl2 2.153 0.477 -0.429  0.0234
Br1 -2.008 -0.262 0.768  0.0453
H1 0.257 -1.360 0.225  0.3786

## Properties
Relative energy (zero: lowest compared OMol25 entry of this formula, charge and spin), kcal per mole: 90.5
E_tot, Eh: -3770.79950
HOMO-LUMO gap (spin up / spin down), eV: 7.672 / 7.653
HOMO level (spin up / spin down), eV: -10.28 / -10.27
Maximum force, eV/Å: 3.105

---

3.
The following is a quantum chemistry calculation of a cluster of 2 separate species, C2HBrF2O in total at a distorted geometry, from the OMol25 dataset.

Each line ends with the Mulliken charge.
Geometry (Å):
C1 -0.284 -0.806 -0.641  0.2039
C2 -2.331 0.693 -0.337  0.2093
O1 0.301 -0.435 -1.586  -0.2659
F1 -2.827 1.436 -1.380  -0.1937
F2 -1.915 1.576 0.577  -0.1723
Br1 -3.628 -0.543 0.324  -0.1264
H1 -0.225 -1.484 0.178  0.3452

## Properties
Relative energy (zero: lowest compared OMol25 entry of this formula, charge and spin), kcal per mole: 79.2
E_tot, Eh: -2925.65687
HOMO-LUMO gap (spin up / spin down), eV: 7.829 / 7.828
HOMO level (spin up / spin down), eV: -8.44 / -8.44
Maximum force, eV/Å: 5.343

---

4.
The following is a quantum chemistry calculation of an isolated molecule of C2HBrF2O2 at a distorted geometry, from the OMol25 dataset.

Each line ends with the Mulliken charge.
Geometry (Å):
O1 -1.612 -0.593 1.127  -0.4488
C1 -1.305 0.400 0.500  0.0914
O2 -0.204 0.561 -0.252  -0.2485
C2 0.913 -0.279 -0.323  0.6212
F1 1.019 -1.184 0.653  -0.1636
F2 0.794 -1.062 -1.436  -0.2041
Br1 2.325 0.969 -0.610  -0.0745
H1 -1.929 1.187 0.342  0.4271

## Properties
Relative energy (zero: lowest compared OMol25 entry of this formula, charge and spin), kcal per mole: 0.0
SMILES: O=COC(F)(F)Br
E_tot, Eh: -3001.01985
HOMO-LUMO gap, eV: 11.693
HOMO level, eV: -11.22
Maximum force, eV/Å: 5.164

---

> What is the formula in the fourth record?

C2HBrF2O2

---

> The highest relative energy (zero: lowest compared OMol25 entry of this formula, charge and spin) belongs to which entry?

C2HBrCl2F2

---

> The highest maximum force belongs to which entry?

C2HBr4N3